{"formula": "C4H5NO", "method": "the ωB97M-V functional and the def2-TZVPD basis", "homo_energy_ev": [-7.95, -7.95], "multiplicity": 1, "homo_lumo_gap_ev": [7.8, 7.8], "energy_ev": -7759.64288, "lumo_energy_ev": [-0.2, -0.2], "symbols": ["C", "C", "C", "C", "N", "O", "H", "H", "H", "H", "H"], "positions_angstrom": [[-1.10815, -0.58346, 0.04413], [0.27616, -0.92616, -0.05260], [1.85043, 1.11773, 0.01212], [-1.68100, 0.57150, 0.18096], [1.19658, -0.03137, -0.17370], [2.55960, -0.29444, 0.03932], [-1.77630, -1.54832, 0.07175], [0.45383, -2.00946, 0.02862], [2.06644, 1.80445, -0.77932], [-1.06890, 1.44224, 0.17891], [-2.76868, 0.45729, 0.44981]]}